A structure of composition C61H166Cs2N14O20S in a non-equilibrium geometry, computed with wB97M-V/def2-TZVPD.

Results
- Gap between HOMO and LUMO: 8.13 eV
- HOMO: -8.061 eV
- LUMO level: 0.071 eV

Geometry as XYZ:
```
264
Properties=species:S:1:pos:R:3:forces:R:3
O 11.148 10.624 -1.064 1.63 -0.58 1.95
H 11.880 10.745 -1.673 2.00 -0.24 -0.68
H 10.777 11.506 -0.987 -1.23 1.80 0.96
H 10.485 10.087 -1.503 -2.44 -1.82 -1.64
Cs 10.325 16.784 1.169 0.06 -0.08 -0.23
Cs 8.373 12.762 -3.495 -0.24 -0.11 -0.34
O 9.322 9.632 -2.410 0.59 -1.30 0.72
H 9.119 8.683 -2.524 0.23 0.77 -0.36
S 10.704 13.744 -1.251 0.72 -0.29 -1.41
O 9.788 14.743 -1.768 -0.88 0.84 0.19
O 11.160 12.992 -2.454 1.02 -0.22 0.55
O 11.778 14.350 -0.493 0.79 0.48 0.04
O 10.018 12.782 -0.398 -1.05 -1.06 1.05
C 9.947 9.000 -6.876 -0.62 -0.93 -2.14
C 10.535 9.141 -5.550 -0.24 -0.49 1.19
C 12.032 9.330 -5.501 0.93 -0.27 -0.11
O 12.816 8.198 -5.930 -0.58 0.14 0.12
C 12.853 7.150 -4.994 0.36 -0.76 0.36
N 9.842 10.251 -4.971 -0.09 1.70 0.33
H 8.858 9.024 -6.818 -0.08 0.00 0.12
H 10.172 8.066 -7.389 0.41 0.04 -0.13
H 10.219 9.854 -7.497 0.19 -0.02 -0.18
H 10.188 8.376 -4.855 0.78 -1.41 -0.42
H 12.352 9.656 -4.511 -0.14 -0.32 0.53
H 12.372 10.164 -6.115 -0.31 -0.12 -0.42
H 13.392 7.421 -4.087 -0.25 0.43 0.37
H 13.419 6.281 -5.332 0.29 0.31 -0.85
H 11.899 6.682 -4.751 -0.47 0.55 0.17
H 9.880 10.083 -3.976 0.23 0.46 0.76
H 8.863 10.044 -5.113 -0.40 0.34 -0.37
C 8.825 20.372 -0.163 1.01 1.54 1.77
C 9.324 20.617 1.336 -1.17 0.66 -3.69
C 8.979 21.954 1.950 0.80 0.93 -1.16
O 9.619 22.030 3.210 -0.48 0.36 0.46
C 9.990 23.337 3.606 1.62 -0.04 0.17
N 8.711 19.606 2.041 -0.04 -2.65 3.20
H 7.736 20.317 -0.176 0.04 0.10 -0.23
H 9.264 19.440 -0.520 -0.09 0.19 -0.15
H 9.219 21.256 -0.663 -0.33 -0.28 -0.89
H 10.405 20.497 1.258 0.20 0.01 0.54
H 7.912 22.166 2.020 -0.34 -0.44 0.21
H 9.335 22.711 1.252 0.45 0.50 0.13
H 9.238 24.124 3.654 -0.40 -0.33 -0.38
H 10.857 23.633 3.017 -0.30 0.49 -0.81
H 10.504 23.333 4.567 -0.63 -0.64 0.48
H 7.704 19.564 1.975 -0.14 0.24 -0.55
H 8.872 19.891 2.997 -0.08 -0.76 0.83
C 15.226 15.075 3.018 -0.09 -0.68 0.98
C 13.839 14.616 2.556 0.44 -0.81 -1.04
C 12.735 14.756 3.655 0.89 0.65 -0.74
O 11.385 14.498 3.300 -0.05 -0.54 -0.16
C 11.152 13.141 2.897 0.42 -0.25 -0.23
N 13.523 15.342 1.329 -1.08 0.56 -0.08
H 16.069 14.887 2.353 -0.47 0.13 -0.78
H 15.569 14.497 3.876 -0.31 0.19 0.53
H 15.207 16.136 3.265 0.02 0.05 0.06
H 13.841 13.589 2.191 0.52 -0.66 0.83
H 12.808 15.815 3.900 -0.44 0.12 0.42
H 12.998 14.154 4.525 0.21 -0.08 0.08
H 10.099 12.865 2.844 -0.18 0.93 -0.39
H 11.501 12.366 3.579 0.69 0.33 0.58
H 11.655 12.978 1.944 -0.35 -0.20 -0.23
H 14.238 15.280 0.618 1.04 0.30 0.39
H 12.878 14.746 0.830 -1.03 0.28 0.02
C 19.707 9.482 -5.562 0.44 -0.57 0.49
C 18.786 10.579 -6.027 -0.02 -0.94 1.05
C 17.330 10.361 -5.535 1.87 -1.93 -1.46
O 16.520 11.106 -6.358 -2.36 0.94 0.25
C 15.136 10.675 -6.177 1.23 0.53 -0.73
N 19.330 11.811 -5.505 -0.03 0.39 -1.73
H 20.664 9.448 -6.082 -0.08 0.33 -0.25
H 19.287 8.480 -5.652 -0.16 0.00 0.18
H 19.967 9.712 -4.529 -0.05 -0.48 0.30
H 18.779 10.493 -7.113 -0.24 0.72 -0.15
H 17.191 10.429 -4.457 -0.07 0.57 0.25
H 17.133 9.326 -5.815 -0.16 -0.67 0.39
H 14.763 10.979 -5.199 0.00 -0.09 0.15
H 15.108 9.592 -6.299 -0.23 -0.08 0.14
H 14.544 11.146 -6.962 0.12 0.00 0.15
H 18.601 12.468 -5.745 0.16 0.68 0.33
H 19.407 11.743 -4.500 -0.27 0.05 -0.12
C 12.485 12.663 -7.376 -0.17 0.49 0.29
C 12.506 13.071 -5.890 0.57 0.79 0.19
C 12.920 14.605 -5.785 -3.04 -1.12 -1.01
O 13.873 15.018 -6.719 1.44 -0.99 0.31
C 14.500 16.175 -6.275 0.79 0.10 -0.22
N 11.221 12.808 -5.237 -0.13 0.92 -1.13
H 12.280 11.620 -7.619 0.08 -0.14 0.44
H 13.404 12.959 -7.881 -0.01 -0.03 0.09
H 11.667 13.220 -7.833 -0.07 0.16 -0.11
H 13.214 12.525 -5.268 0.87 -0.16 -0.57
H 12.975 14.867 -4.729 1.12 0.15 0.16
H 12.082 15.194 -6.158 -1.08 -0.21 0.55
H 15.230 16.495 -7.018 -0.22 0.07 -0.21
H 15.087 15.936 -5.388 -0.14 0.39 0.45
H 13.766 16.961 -6.099 0.03 0.29 0.21
H 10.957 11.854 -5.437 -0.41 -0.14 -0.01
H 11.273 12.884 -4.231 0.32 0.16 0.12
C 8.001 18.634 -4.179 -0.97 -0.04 0.87
C 8.240 17.181 -3.767 2.23 -0.68 -1.23
C 9.171 16.435 -4.869 -0.51 1.22 2.25
O 8.378 16.310 -5.976 0.16 -0.51 -1.88
C 9.084 15.555 -6.951 0.16 -0.19 -0.30
N 8.776 17.116 -2.448 0.12 -0.14 1.56
H 7.970 18.815 -5.253 0.04 0.00 0.18
H 8.615 19.344 -3.624 0.97 -0.27 -0.44
H 7.066 18.925 -3.700 -0.61 -0.06 -0.52
H 7.322 16.598 -3.683 -0.28 0.14 -0.64
H 9.666 15.502 -4.599 -0.77 -0.86 0.75
H 10.100 16.972 -5.058 0.07 1.17 -0.29
H 9.126 14.501 -6.676 -0.45 -0.30 -0.11
H 10.147 15.789 -7.005 0.16 0.66 0.14
H 8.690 15.726 -7.953 -0.37 -0.14 0.22
H 8.982 16.156 -2.211 -0.47 -0.04 -0.04
H 9.695 17.494 -2.268 0.26 0.79 -0.71
C 6.413 9.120 -0.031 0.62 1.08 1.27
C 7.234 10.373 0.450 0.16 -2.01 0.14
C 8.509 9.969 1.252 -1.31 0.31 1.11
O 8.182 9.544 2.568 -1.09 -0.72 1.66
C 7.723 10.528 3.543 1.61 -0.08 -1.34
N 7.597 11.070 -0.725 0.52 1.76 -1.06
H 6.966 8.650 -0.844 -0.30 0.10 -0.28
H 5.448 9.561 -0.282 -0.11 -0.60 -0.56
H 6.291 8.364 0.745 -0.09 0.14 0.15
H 6.560 11.044 0.983 0.11 -0.18 0.65
H 9.256 10.750 1.392 0.00 0.59 -0.66
H 8.985 9.110 0.779 -0.03 0.05 0.01
H 8.603 11.131 3.768 0.04 0.62 -0.07
H 7.485 10.111 4.521 -0.37 -0.71 -0.51
H 6.927 11.165 3.159 -0.12 -0.11 0.07
H 8.125 10.508 -1.378 -0.01 -0.95 -0.12
H 8.339 11.692 -0.435 -0.04 0.91 -0.07
C 12.723 19.204 3.226 -0.10 0.09 1.63
C 13.498 19.565 1.991 -1.98 -1.28 -1.65
C 14.978 19.665 2.206 0.98 0.89 0.95
O 15.321 20.870 2.918 -0.11 -0.12 0.16
C 16.705 20.906 3.264 -0.68 0.05 -0.07
N 13.112 18.502 1.018 0.21 0.67 -0.31
H 11.686 18.874 3.169 -0.15 0.26 -1.09
H 12.646 20.033 3.930 0.52 -0.07 0.26
H 13.187 18.330 3.683 0.39 0.10 0.42
H 13.044 20.453 1.551 0.50 0.46 0.14
H 15.598 19.637 1.309 -0.35 0.00 -0.55
H 15.296 18.811 2.803 0.05 -0.35 0.22
H 16.937 20.062 3.914 0.32 -0.36 -0.28
H 16.961 21.787 3.852 -0.52 0.23 -0.14
H 17.287 20.954 2.343 0.37 -0.37 0.03
H 13.571 18.588 0.123 0.11 0.20 -0.10
H 13.284 17.546 1.294 0.34 -0.28 0.56
C 4.712 9.726 -4.312 -0.62 -1.29 -1.81
C 5.958 8.883 -4.151 -0.24 1.11 -0.28
C 6.253 8.030 -5.487 1.08 0.46 0.65
O 6.496 8.641 -6.751 -0.46 1.01 -0.85
C 6.473 7.672 -7.842 -0.56 0.86 1.48
N 6.907 9.876 -3.659 0.81 -0.23 -0.67
H 4.899 10.274 -5.236 -0.38 0.49 0.11
H 4.382 10.382 -3.506 0.38 -0.26 0.11
H 3.965 8.968 -4.546 -0.83 0.43 0.04
H 5.731 8.166 -3.363 0.27 -0.76 -0.15
H 5.417 7.342 -5.610 -0.04 -0.29 0.32
H 7.214 7.526 -5.382 -0.15 -0.88 1.01
H 6.720 8.151 -8.790 0.12 0.23 0.33
H 5.442 7.320 -7.883 0.02 -0.44 -0.27
H 7.166 6.858 -7.631 0.04 -0.15 -0.05
H 6.547 10.254 -2.794 -0.51 0.22 0.11
H 7.800 9.540 -3.329 0.24 -0.37 -0.33
C 14.451 12.457 -0.678 0.50 -1.07 -0.15
C 14.795 11.333 -1.690 0.05 0.31 0.53
C 15.519 10.166 -1.069 -0.16 0.51 0.09
O 15.968 9.391 -2.145 0.75 -1.87 0.58
C 16.762 8.256 -1.698 0.07 0.64 -0.87
N 13.536 10.861 -2.299 0.15 0.76 -0.03
H 13.989 13.327 -1.145 -0.32 -0.24 0.06
H 15.321 12.804 -0.118 0.35 -0.03 -0.22
H 13.827 11.973 0.073 -0.54 0.42 0.02
H 15.498 11.691 -2.443 -0.07 0.29 -0.23
H 14.854 9.623 -0.398 -0.14 -0.30 0.10
H 16.378 10.519 -0.498 0.19 0.15 0.26
H 17.184 7.823 -2.606 -0.11 -0.07 0.05
H 16.250 7.477 -1.133 -0.67 0.19 -0.11
H 17.600 8.558 -1.070 0.07 0.41 0.06
H 13.686 10.200 -3.048 0.41 -0.19 -0.06
H 13.174 11.700 -2.729 -0.56 0.24 -0.47
C 12.732 18.983 -3.016 1.22 0.80 0.11
C 12.944 17.481 -2.936 -1.67 1.03 -0.52
C 14.392 17.099 -2.577 -0.35 -0.57 -0.30
O 14.673 17.305 -1.201 -0.22 0.32 -0.20
C 16.063 17.194 -0.947 -0.89 0.17 1.17
N 11.962 16.935 -1.979 1.20 -0.35 0.50
H 13.248 19.442 -3.860 0.45 -0.26 -0.23
H 13.227 19.395 -2.137 -0.58 0.58 0.25
H 11.711 19.326 -3.183 -0.16 -0.43 0.67
H 12.528 17.192 -3.901 1.11 -0.89 -0.42
H 15.155 17.663 -3.113 -0.20 0.00 -0.64
H 14.520 16.026 -2.722 0.13 -0.24 -0.59
H 16.133 17.509 0.094 0.43 0.29 -0.02
H 16.636 17.841 -1.611 0.20 -0.12 0.00
H 16.405 16.159 -0.936 0.08 -0.21 -0.56
H 12.582 16.617 -1.248 -0.35 0.05 1.09
H 11.637 16.033 -2.295 -0.39 -0.12 -0.44
C 5.701 14.396 -0.681 -1.45 -1.17 0.24
C 6.381 15.134 0.412 -0.23 2.05 0.71
C 5.719 14.885 1.839 -0.30 0.56 -0.49
O 4.337 15.296 1.899 0.05 0.12 -0.29
C 3.801 15.385 3.234 0.64 0.03 -1.04
N 7.829 15.008 0.397 -0.04 -0.86 1.17
H 5.604 13.353 -0.377 0.15 -0.38 -0.28
H 6.157 14.429 -1.670 0.23 0.30 0.17
H 4.674 14.755 -0.744 -0.09 0.06 -0.26
H 6.263 16.193 0.179 -0.48 0.32 0.28
H 6.180 15.450 2.649 0.86 -0.04 -0.24
H 5.761 13.821 2.070 0.17 -0.33 0.09
H 2.717 15.417 3.124 0.08 -0.55 0.13
H 4.053 16.310 3.753 0.45 0.29 -0.17
H 4.214 14.567 3.825 -0.54 -0.26 0.19
H 8.049 14.045 0.603 0.40 -0.43 0.17
H 8.173 15.106 -0.547 -0.02 0.24 -0.26
C 16.656 13.842 -3.840 -0.31 1.33 1.58
C 17.981 14.405 -3.229 -0.60 -2.83 0.24
C 18.554 13.365 -2.179 0.09 0.61 -0.55
O 19.014 12.133 -2.787 -0.09 1.42 1.54
C 19.464 11.208 -1.792 -0.53 -0.20 -0.82
N 18.937 14.599 -4.299 0.30 0.36 0.45
H 16.305 14.473 -4.657 0.51 -0.48 -0.64
H 15.873 14.098 -3.127 -0.32 -0.55 0.49
H 16.655 12.766 -4.012 0.15 0.24 -0.41
H 17.761 15.276 -2.611 0.13 0.39 -0.33
H 17.852 13.174 -1.368 -0.71 -0.33 -0.25
H 19.364 13.839 -1.624 0.61 0.07 -0.32
H 20.002 11.623 -0.940 0.03 0.48 -0.16
H 20.126 10.523 -2.322 -0.10 -0.19 0.21
H 18.568 10.700 -1.434 0.13 -0.34 0.25
H 18.399 14.662 -5.151 0.24 0.21 -0.25
H 19.447 13.730 -4.371 0.42 0.19 -0.25
C 11.600 5.475 0.704 -0.24 -0.61 1.79
C 11.684 5.975 -0.720 0.91 -0.04 0.21
C 12.316 4.808 -1.560 -0.99 0.15 0.12
C 11.256 3.751 -1.969 1.01 1.33 -0.06
C 10.094 4.443 -2.644 0.22 -0.21 0.26
C 9.392 5.480 -1.747 -0.60 -2.14 -0.20
N 10.379 6.392 -1.192 -0.57 -0.84 -2.43
O 9.753 7.435 -0.505 0.30 -0.39 0.80
C 8.471 6.140 -2.740 -0.69 2.41 -0.14
C 8.506 4.721 -0.721 -0.23 0.49 0.46
C 12.609 7.196 -0.777 0.34 -0.22 0.49
H 11.048 4.538 0.780 -0.52 0.14 -0.21
H 12.500 5.171 1.238 0.80 0.35 -0.64
H 11.161 6.182 1.408 -0.43 0.19 -0.29
H 12.888 5.238 -2.382 -0.27 -0.12 -0.38
H 13.024 4.257 -0.942 0.23 0.42 0.22
H 11.762 3.044 -2.625 -0.28 -0.31 0.11
H 10.961 3.295 -1.023 -0.23 -0.46 -0.27
H 9.361 3.714 -2.990 -0.20 0.01 0.11
H 10.390 4.997 -3.534 0.54 -0.18 -0.09
H 8.068 7.065 -2.327 -0.34 0.12 0.41
H 7.567 5.629 -3.072 0.34 -0.63 0.18
H 8.992 6.516 -3.620 0.28 -0.32 -0.23
H 7.715 4.125 -1.176 0.46 -0.41 -0.49
H 7.881 5.382 -0.121 0.46 0.51 0.26
H 9.103 4.113 -0.040 -0.14 -0.07 -0.06
H 13.542 6.872 -0.314 0.17 0.26 0.24
H 12.890 7.569 -1.762 -0.44 -0.23 -0.28
H 12.169 8.015 -0.209 0.14 0.02 0.08
H 9.586 8.045 -1.227 0.12 0.79 0.39
```
Forces are in eV/Å.

Here are the Löwdin charges for atoms 1 to 99, given in e: atom 1 (O): 0.195, atom 2 (H): 0.052, atom 3 (H): 0.016, atom 4 (H): 0.018, atom 5 (Cs): 0.910, atom 6 (Cs): 1.071, atom 7 (O): -0.377, atom 8 (H): -0.023, atom 9 (S): 0.156, atom 10 (O): -0.504, atom 11 (O): -0.470, atom 12 (O): -0.395, atom 13 (O): -0.364, atom 14 (C): -0.039, atom 15 (C): -0.453, atom 16 (C): -0.153, atom 17 (O): -0.162, atom 18 (C): -0.115, atom 19 (N): -0.011, atom 20 (H): 0.065, atom 21 (H): 0.092, atom 22 (H): 0.095, atom 23 (H): 0.129, atom 24 (H): 0.108, atom 25 (H): 0.096, atom 26 (H): 0.071, atom 27 (H): 0.088, atom 28 (H): 0.073, atom 29 (H): 0.000, atom 30 (H): 0.043, atom 31 (C): -0.021, atom 32 (C): -0.470, atom 33 (C): -0.206, atom 34 (O): -0.180, atom 35 (C): -0.107, atom 36 (N): -0.008, atom 37 (H): 0.079, atom 38 (H): 0.045, atom 39 (H): 0.074, atom 40 (H): 0.132, atom 41 (H): 0.134, atom 42 (H): 0.121, atom 43 (H): 0.091, atom 44 (H): 0.086, atom 45 (H): 0.084, atom 46 (H): 0.091, atom 47 (H): 0.076, atom 48 (C): -0.047, atom 49 (C): -0.408, atom 50 (C): -0.176, atom 51 (O): -0.238, atom 52 (C): -0.080, atom 53 (N): 0.043, atom 54 (H): 0.072, atom 55 (H): 0.076, atom 56 (H): 0.069, atom 57 (H): 0.117, atom 58 (H): 0.113, atom 59 (H): 0.128, atom 60 (H): 0.077, atom 61 (H): 0.092, atom 62 (H): 0.074, atom 63 (H): 0.065, atom 64 (H): -0.003, atom 65 (C): -0.065, atom 66 (C): -0.416, atom 67 (C): -0.250, atom 68 (O): -0.169, atom 69 (C): -0.049, atom 70 (N): 0.048, atom 71 (H): 0.080, atom 72 (H): 0.077, atom 73 (H): 0.059, atom 74 (H): 0.142, atom 75 (H): 0.117, atom 76 (H): 0.112, atom 77 (H): 0.069, atom 78 (H): 0.086, atom 79 (H): 0.075, atom 80 (H): 0.056, atom 81 (H): 0.027, atom 82 (C): -0.050, atom 83 (C): -0.375, atom 84 (C): -0.183, atom 85 (O): -0.174, atom 86 (C): -0.114, atom 87 (N): 0.032, atom 88 (H): 0.060, atom 89 (H): 0.076, atom 90 (H): 0.082, atom 91 (H): 0.100, atom 92 (H): 0.116, atom 93 (H): 0.102, atom 94 (H): 0.097, atom 95 (H): 0.060, atom 96 (H): 0.089, atom 97 (H): 0.010, atom 98 (H): -0.018, atom 99 (C): -0.046